ORCA calculation (wB97M-V/def2-TZVPD) on C31H36ClO3PdSSeSi2 as an isolated structure.

* charge: -1
* energy above the lowest of the compared OMol25 structures with the same formula, charge and spin: 22.7 kcal/mol
* HOMO level: -0.1819 Ha
* multiplicity: 1
* LUMO energy: 0.0838 Eh
* F_max: 0.0084 hartree/bohr

Each line ends with the Löwdin charge.
Atoms and positions in Å:
1 Pd -0.66106 0.72581 0.28970  0.508
2 C 1.83165 3.39321 1.11568  -0.186
3 Si 0.18882 2.57104 1.52231  0.540
4 C -1.01677 4.02249 1.52219  -0.208
5 C 0.26905 1.98746 3.32483  -0.293
6 C 0.69611 2.82717 4.35773  -0.103
7 C 0.67105 2.40983 5.67824  -0.102
8 C 0.20145 1.13939 5.99220  -0.104
9 C -0.22948 0.29815 4.98000  -0.106
10 C -0.19460 0.70498 3.64261  -0.290
11 Si -0.81830 -0.43297 2.27371  0.448
12 C 0.00862 -2.09773 2.48768  -0.228
13 C -2.66572 -0.66343 2.48708  -0.188
14 H 1.86574 4.33855 1.66516  0.031
15 H 1.91211 3.61933 0.05139  0.036
16 H 2.69529 2.80318 1.39828  0.010
17 H -0.82276 4.62881 2.41145  0.025
18 H -2.06035 3.71459 1.54081  0.008
19 H -0.85866 4.64864 0.64200  0.032
20 H 1.05407 3.82567 4.12631  0.096
21 H 1.00944 3.07279 6.46561  0.093
22 H 0.17205 0.80963 7.02392  0.093
23 H -0.59628 -0.69014 5.23804  0.094
24 H -0.19416 -2.43186 3.50934  0.025
25 H 1.08470 -2.05330 2.34325  -0.011
26 H -0.41503 -2.82695 1.79660  0.023
27 H -2.89618 -0.81426 3.54542  0.027
28 H -3.00479 -1.52316 1.91093  0.023
29 H -3.20537 0.21577 2.13323  0.022
30 C -2.50634 -6.34420 -5.53142  -0.060
31 C -3.95379 -6.63238 -5.22389  -0.714
32 O -4.82878 -6.63084 -6.04770  0.020
33 S -4.32612 -7.02871 -3.47257  0.950
34 C -3.65249 -5.55300 -2.73710  -0.578
35 C -4.26123 -4.32107 -2.96593  -0.103
36 C -3.72862 -3.17002 -2.41682  -0.029
37 C -2.58305 -3.21545 -1.60935  -0.256
38 C -1.99284 -4.46463 -1.37468  -0.031
39 C -2.51578 -5.61569 -1.93446  -0.110
40 C -2.03169 -2.02801 -1.04102  -0.147
41 C -1.55648 -1.01670 -0.55220  -0.131
42 H -2.37583 -6.26057 -6.60697  0.081
43 H -1.87501 -7.12911 -5.11818  0.080
44 H -2.21391 -5.40813 -5.05323  0.083
45 H -5.15165 -4.27221 -3.58060  0.108
46 H -4.19671 -2.21207 -2.59939  0.115
47 H -1.10678 -4.51135 -0.75565  0.113
48 H -2.04072 -6.57228 -1.75884  0.100
49 Cl -4.07227 4.46377 -0.71628  0.545
50 C -3.42536 3.07112 -1.64059  -0.472
51 C -2.27277 2.40172 -0.90694  -0.775
52 O -1.12113 2.49319 -1.37645  -0.056
53 O -2.55781 1.75653 0.14040  -0.143
54 H -3.08398 3.44602 -2.59938  0.070
55 H -4.24333 2.36396 -1.76198  0.076
56 C 6.26114 3.27750 -1.57675  -0.060
57 C 5.08138 2.44005 -1.16122  -0.276
58 C 3.97757 2.29490 -1.98477  -0.024
59 C 2.87998 1.51607 -1.62265  -0.300
60 C 1.75335 1.36358 -2.60419  -0.071
61 C 2.88989 0.87778 -0.37669  -0.519
62 Se 1.50071 -0.36032 0.10674  0.814
63 C 4.00134 1.00573 0.46951  -0.335
64 C 4.04953 0.34318 1.82041  -0.087
65 C 5.07790 1.77990 0.06070  -0.031
66 H 6.03185 3.86476 -2.46565  0.069
67 H 7.12689 2.65088 -1.80324  0.076
68 H 6.55454 3.96509 -0.78196  0.075
69 H 3.96082 2.80309 -2.94321  0.110
70 H 1.76590 2.18121 -3.32571  0.078
71 H 0.78130 1.35335 -2.12284  0.022
72 H 1.85820 0.42154 -3.14857  0.087
73 H 3.11701 0.49933 2.36514  0.056
74 H 4.87809 0.73839 2.40930  0.073
75 H 4.17773 -0.73709 1.72500  0.076
76 H 5.92868 1.88846 0.72620  0.113

Atomic forces in eV per Å
Pd 0.35 -0.01 0.01
C -0.11 0.05 0.00
Si 0.01 0.02 -0.01
C -0.03 -0.05 0.00
C -0.05 -0.02 -0.02
C 0.03 -0.02 -0.02
C 0.00 0.00 0.02
C 0.01 0.01 0.02
C 0.04 -0.02 -0.02
C 0.05 0.04 -0.05
Si -0.09 0.00 0.07
C -0.10 -0.03 -0.05
C 0.03 0.09 -0.02
H -0.01 0.05 0.02
H -0.01 0.02 -0.02
H 0.06 -0.01 0.06
H 0.04 0.04 0.02
H -0.01 0.00 0.04
H -0.02 -0.01 -0.03
H 0.01 0.01 0.00
H 0.01 0.01 0.01
H 0.00 0.00 0.01
H -0.01 -0.03 0.01
H -0.04 -0.04 0.03
H 0.03 0.01 0.03
H 0.00 -0.01 -0.05
H 0.00 -0.01 0.04
H -0.01 -0.02 -0.03
H -0.01 0.02 0.01
C -0.07 0.13 0.05
C -0.20 0.06 -0.07
O 0.30 -0.21 0.23
S -0.17 0.17 -0.19
C 0.20 -0.09 0.05
C 0.01 -0.09 -0.01
C 0.04 0.04 0.04
C 0.00 -0.01 -0.01
C 0.00 0.07 0.00
C -0.09 -0.04 -0.07
C 0.00 0.04 0.06
C 0.03 -0.03 -0.08
H -0.01 0.00 -0.03
H 0.00 -0.02 -0.02
H 0.00 -0.01 0.01
H -0.01 0.00 0.00
H 0.00 0.01 0.00
H 0.01 0.00 0.01
H 0.01 -0.02 0.00
Cl 0.01 -0.03 -0.01
C -0.01 0.00 -0.01
C 0.10 0.22 -0.10
O -0.31 -0.13 -0.13
O 0.00 -0.15 0.14
H -0.01 0.01 0.02
H 0.05 0.03 0.00
C -0.01 0.00 0.00
C 0.03 0.01 0.00
C -0.02 0.03 0.03
C 0.05 -0.03 0.04
C 0.00 0.00 -0.01
C 0.00 -0.07 -0.06
Se -0.06 0.02 -0.01
C 0.02 -0.09 0.00
C -0.01 0.03 0.00
C 0.03 0.04 0.02
H 0.00 0.00 -0.01
H 0.01 0.00 0.00
H 0.01 0.01 0.01
H 0.00 0.01 -0.02
H 0.02 -0.01 -0.02
H -0.05 0.03 0.01
H -0.03 -0.03 0.02
H 0.01 0.01 0.02
H 0.02 0.00 0.00
H -0.02 0.00 0.01
H 0.02 0.00 0.01